Record 1
DFT (wB97M-V/def2-TZVPD) results for a structure of composition C29H49Ag2FN2O14 at a distorted geometry.

Summary:
ΔE to the lowest compared entry with this formula, charge and spin = 0.00 kJ/mol
max |F| = 2.105 eV/A
E_tot = -73207.5244 eV

```
! RIJCOSX wB97M-V def2-TZVPD def2/J DEFGRID3
* xyz 2 3
Ag 16.710 28.913 -19.426
Ag 13.400 28.221 -19.539
F 14.704 29.841 -18.778
N 15.162 26.940 -17.024
O 15.271 26.100 -16.140
O 14.054 26.981 -17.682
O 16.074 27.691 -17.353
C 12.522 21.277 -15.111
C 12.586 22.732 -14.669
C 11.944 22.956 -13.299
C 12.747 22.417 -12.128
C 14.105 23.101 -12.009
C 14.898 22.951 -13.336
N 14.013 23.185 -14.497
O 14.666 23.374 -15.681
C 15.967 24.054 -13.336
C 15.462 21.542 -13.500
C 11.847 23.615 -15.666
H 11.496 20.900 -15.163
H 13.001 20.562 -14.450
H 12.843 21.179 -16.150
H 11.569 23.955 -13.063
H 11.023 22.363 -13.292
H 12.908 21.338 -12.255
H 12.195 22.375 -11.187
H 14.664 22.574 -11.235
H 13.975 24.128 -11.667
H 16.439 24.187 -12.367
H 16.636 23.805 -14.162
H 15.561 25.047 -13.551
H 14.717 20.783 -13.262
H 15.905 21.285 -14.463
H 16.253 21.260 -12.796
H 12.311 23.726 -16.650
H 11.730 24.657 -15.356
H 10.858 23.189 -15.821
H 14.616 24.360 -15.778
O 9.820 26.992 -12.118
C 10.820 27.282 -12.713
O 10.759 27.446 -14.059
C 12.081 27.504 -14.634
C 13.048 27.177 -13.486
C 12.231 27.355 -12.201
H 12.189 28.498 -15.076
H 12.175 26.830 -15.489
H 13.912 27.840 -13.519
H 13.406 26.150 -13.574
H 12.400 28.325 -11.736
H 12.383 26.560 -11.478
O 19.819 22.975 -17.507
C 19.804 24.140 -17.252
O 20.738 24.971 -17.720
C 20.550 26.317 -17.215
C 19.070 26.351 -16.878
C 18.785 24.926 -16.425
H 20.841 27.017 -17.995
H 21.235 26.411 -16.372
H 18.451 26.634 -17.731
H 18.862 27.152 -16.165
H 17.735 24.673 -16.555
H 18.979 24.795 -15.357
O 12.606 26.178 -20.115
C 13.054 25.065 -20.260
O 12.394 24.173 -20.985
C 13.114 22.954 -21.153
C 14.551 23.250 -20.629
C 14.360 24.463 -19.708
H 13.245 22.791 -22.220
H 12.659 22.104 -20.655
H 15.184 23.558 -21.456
H 14.916 22.372 -20.103
H 15.191 25.148 -19.845
H 14.171 24.203 -18.668
O 11.439 28.215 -18.210
C 10.355 28.452 -17.725
O 9.836 29.675 -17.731
C 8.549 29.711 -17.024
C 8.516 28.351 -16.321
C 9.391 27.459 -17.128
H 7.803 29.844 -17.804
H 8.571 30.488 -16.269
H 7.503 28.040 -16.078
H 9.032 28.532 -15.376
H 8.888 26.889 -17.912
H 9.926 26.768 -16.477
O 18.265 29.535 -17.734
C 18.821 30.296 -16.982
O 20.019 29.970 -16.491
C 20.541 31.006 -15.649
C 19.671 32.234 -15.898
C 18.364 31.585 -16.328
H 21.572 31.204 -15.938
H 20.562 30.651 -14.618
H 20.097 32.890 -16.656
H 19.588 32.874 -15.020
H 17.661 32.160 -16.924
H 17.761 31.162 -15.513
*
```

Löwdin atomic charge list, values in e, 2 entries: Ag 0.797; Ag 1.094

***

Record 2
DFT (wB97M-V/def2-TZVPD) results for a structure of composition C29H49AlN3O2SSi.

Summary:
ΔE to the lowest compared entry with this formula, charge and spin = 55.40 kJ/mol
max |F| = 0.940 eV/A
E_tot = -64737.6737 eV

```
! RIJCOSX wB97M-V def2-TZVPD def2/J DEFGRID3
* xyz 1 1
Al -1.467 1.717 -0.863
C 3.130 0.928 -1.546
C 2.070 1.960 -1.245
C 1.277 2.433 -2.303
C 1.363 1.790 -3.666
C 0.519 3.605 -2.140
C -0.042 4.276 -3.365
C 0.386 4.173 -0.858
C -0.289 5.512 -0.672
C 0.970 3.521 0.242
C 0.680 3.986 1.652
C 1.894 2.485 0.035
C 2.741 2.019 1.195
H 2.702 -0.063 -1.722
H 3.854 0.845 -0.742
H 3.674 1.216 -2.446
H 2.024 2.356 -4.327
H 0.382 1.756 -4.139
H 1.738 0.771 -3.609
H 0.782 4.693 -3.950
H -0.735 5.073 -3.127
H -0.577 3.578 -4.005
H -1.368 5.413 -0.523
H -0.130 6.144 -1.541
H 0.123 6.040 0.184
H 1.545 4.470 2.109
H 0.408 3.131 2.273
H -0.153 4.681 1.680
H 3.636 2.644 1.257
H 3.061 0.985 1.087
H 2.215 2.107 2.142
O -3.902 4.172 -1.993
N -2.938 3.823 -2.548
O -2.234 2.912 -1.806
C -3.664 -0.284 -2.368
Si -3.510 0.276 -0.566
C -4.944 1.340 0.025
C -3.302 -1.217 0.565
C -3.222 -1.053 1.949
C -3.093 -2.146 2.790
C -3.038 -3.429 2.261
C -3.114 -3.610 0.888
C -3.244 -2.511 0.049
H -4.557 -0.886 -2.544
H -2.789 -0.871 -2.657
H -3.716 0.589 -3.022
H -5.880 0.783 -0.041
H -5.042 2.242 -0.582
H -4.800 1.645 1.062
H -3.271 -0.055 2.374
H -3.044 -1.999 3.863
H -2.950 -4.286 2.917
H -3.091 -4.609 0.470
H -3.314 -2.667 -1.022
C 2.102 -2.949 5.293
C 2.478 -2.139 4.054
C 1.351 -1.193 3.640
C 1.747 -0.241 2.514
N 2.015 -0.962 1.273
C 1.216 -1.053 0.213
S -0.199 -0.066 0.023
N 1.502 -1.948 -0.723
C 0.676 -2.254 -1.890
C 1.127 -3.554 -2.549
C 0.705 -4.841 -1.826
C 1.206 -5.002 -0.390
H 2.888 -3.656 5.555
H 1.183 -3.508 5.112
H 1.939 -2.288 6.145
H 2.702 -2.835 3.238
H 3.386 -1.561 4.252
H 1.056 -0.590 4.503
H 0.479 -1.773 3.329
H 2.657 0.294 2.795
H 0.955 0.478 2.322
H 2.758 -1.645 1.346
H 2.341 -2.502 -0.629
H 0.750 -1.427 -2.603
H -0.369 -2.322 -1.581
H 2.215 -3.534 -2.679
H 0.695 -3.577 -3.550
H 1.076 -5.680 -2.418
H -0.386 -4.904 -1.826
H 2.296 -4.920 -0.338
H 0.939 -5.989 -0.014
H 0.757 -4.268 0.281
*
```

Löwdin atomic charge list, values in e, 2 entries: Al 0.382; C -0.021

***

Record 3
DFT (wB97M-V/def2-TZVPD) results for a structure of composition C29H49AuCl3N3O3Si at a distorted geometry.

Summary:
max |F| = 2.966 eV/A
E_tot = -90614.8451 eV

```
! RIJCOSX wB97M-V def2-TZVPD def2/J DEFGRID3
* xyz 0 3
C 2.905 -2.788 -3.283
C 2.294 -1.817 -4.230
H 2.532 -3.801 -3.461
H 2.722 -2.529 -2.245
H 3.985 -2.796 -3.465
C 2.165 -2.100 -5.549
C 2.489 -3.419 -6.179
H 1.927 -1.300 -6.255
H 2.041 -4.250 -5.607
H 3.575 -3.618 -6.267
H 2.061 -3.406 -7.193
Au 1.675 0.613 2.458
Cl 1.884 3.282 2.151
Cl 3.463 -0.231 1.287
C -1.141 3.239 0.671
O -1.999 2.460 0.376
N -1.119 4.543 0.303
C -2.321 5.102 -0.293
C 0.080 5.341 0.269
H -0.247 2.990 1.303
H -3.213 4.676 0.181
H -2.387 4.900 -1.373
H -2.274 6.187 -0.140
H 0.764 4.935 1.035
H -0.189 6.378 0.475
H 0.597 5.264 -0.699
H -0.645 -4.474 2.030
H -1.135 -2.774 -0.119
C -1.699 -4.677 1.787
C -2.269 -3.112 -0.012
N -2.377 -3.466 1.353
H -2.207 -5.063 2.666
C -2.538 -2.458 2.283
O -2.846 -1.307 1.990
H -2.867 -2.239 -0.340
H -2.344 -2.795 3.296
H -1.748 -5.429 0.989
H -2.317 -3.971 -0.681
O 1.513 -0.353 -2.387
C 2.023 -0.415 -3.698
C 0.076 0.121 -5.358
C 1.318 0.420 -4.771
H -0.470 -0.792 -5.085
C -0.439 0.953 -6.378
H 3.048 -0.016 -3.677
C 2.043 1.518 -5.245
H -1.367 0.695 -6.904
C 0.269 2.098 -6.772
C 1.550 2.332 -6.262
H 3.044 1.663 -4.840
H -0.149 2.807 -7.500
H 2.199 3.122 -6.642
Si 0.056 0.320 -1.802
Cl 0.436 -3.017 -0.421
C -1.576 -0.146 -2.529
C 0.258 2.141 -2.290
C 0.295 0.235 0.024
H -1.642 0.263 -3.551
H -2.374 0.352 -1.941
H -1.804 -1.223 -2.578
H 0.586 -0.802 0.176
H -0.542 0.432 0.695
H 1.150 0.915 0.250
H 0.529 2.161 -3.352
H 1.087 2.583 -1.716
H -0.650 2.748 -2.163
C -0.697 -2.026 5.923
N 0.397 -1.191 6.497
C 1.336 -1.998 7.306
C 1.105 -0.280 5.488
C 0.043 0.505 4.822
C -0.832 1.216 5.665
C -2.020 1.747 5.171
C -2.351 1.527 3.844
C -1.418 0.923 2.989
C -0.140 0.622 3.449
H -0.344 -2.559 5.038
H -1.561 -1.409 5.690
H -0.982 -2.751 6.703
H -0.062 -0.556 7.160
H 1.900 -2.655 6.649
H 2.019 -1.327 7.835
H 0.754 -2.575 8.022
H 1.757 0.362 6.098
H 1.719 -0.894 4.828
H -0.620 1.274 6.729
H -2.657 2.312 5.843
H -3.343 1.759 3.483
H -1.743 0.765 1.973
*
```

Löwdin atomic charge list, values in e, 2 entries: C -0.049; C -0.224